A cluster of 2 separate species, CH3FO4S in total. Source: the Open Molecules 2025 dataset; level of theory: ωB97M-V/def2-TZVPD.

```
! RIJCOSX wB97M-V def2-TZVPD def2/J DEFGRID3
* xyz 0 1
C 2.447 -0.471 0.727
O -3.438 -0.028 0.807
O -2.832 -1.005 -1.374
O 2.045 -1.612 0.482
O 1.301 -1.862 -0.577
F -1.144 0.159 0.273
S -2.319 -0.995 -0.067
H 2.364 0.424 0.094
H -4.233 0.357 0.302
H 3.219 -0.408 1.524
*
```

Frontier orbital gap (spin up / spin down), eV: 9.3 / 9.3
E_HOMO (spin up / spin down), Ha: -0.3581 / -0.3582
Total energy, a.u.: -838.70292